Here is C3H4KO4 as an isolated structure in a non-equilibrium geometry from the Open Molecules 2025 dataset. Energies are from ωB97M-V/def2-TZVPD.

Geometry as XYZ:
```
12
C3H4KO4 ωB97M-V/def2-TZVPD
H 0.912 0.419 -1.144
H -1.352 1.654 0.487
C -0.618 1.404 -0.300
C 0.306 0.232 -0.164
O -0.405 -0.972 -0.159
C 0.104 -1.967 0.574
O 1.179 -2.478 0.402
O -0.775 -2.274 1.509
K 0.972 4.415 -2.834
O -0.290 2.190 -1.194
H 0.530 0.515 0.937
H -0.563 -3.138 1.887
```

The energy above the lowest of the compared OMol25 structures with the same formula, charge and spin is 65.67 kJ/mol. For the total energy, the calculation gives -27684.3141 eV. The value obtained for the highest occupied orbital energy is -13.4372 eV. For the LUMO energy, the calculation gives -0.1523 Ha. The charge is +1. The maximum force is 2.669 eV/A.

And the Löwdin charges, in e, turn out to be: atom 1 (H): 0.18, atom 2 (H): 0.15, atom 3 (C): -0.18, atom 4 (C): -0.13, atom 5 (O): 0.03, atom 6 (C): -0.64, atom 7 (O): 0.16, atom 8 (O): 0.18, atom 9 (K): 0.97, atom 10 (O): -0.05, atom 11 (H): 0.19, atom 12 (H): 0.15

=====

Here is one molecule with the formula C5H3NO in a non-equilibrium geometry from the Open Molecules 2025 dataset. Energies are from ωB97M-V/def2-TZVPD.

Geometry as XYZ:
```
10
C5H3NO ωB97M-V/def2-TZVPD
C 0.075 0.619 0.026
C 0.637 -0.454 0.796
C 0.735 -1.735 1.378
C 0.652 0.800 -1.248
C 1.268 1.006 -2.211
H -2.853 0.151 1.444
H 1.102 -2.800 1.634
H 1.384 1.568 -3.277
N -1.268 0.887 0.208
O -1.731 -0.042 1.250
```

The energy above the lowest of the compared OMol25 structures with the same formula, charge and spin is 832.97 kJ/mol. For the total energy, the calculation gives -8761.3733 eV. The value obtained for the highest occupied orbital energy is -9.1039 eV. For the LUMO energy, the calculation gives -0.0254 Ha. The maximum force is 12.045 eV/A.

And the Löwdin charges, in e, turn out to be: atom 1 (C): -0.35, atom 2 (C): -0.05, atom 3 (C): 0.16, atom 4 (C): -0.15, atom 5 (C): 0.10, atom 6 (H): 0.22, atom 7 (H): 0.06, atom 8 (H): 0.12, atom 9 (N): 0.08, atom 10 (O): -0.19

=====

Number 1: orbital gap 9.3 eV. Number 2: orbital gap 8.4 eV.